No. 1
48
Properties=species:S:1:pos:R:3:forces:R:3 method="wB97M-V/def2-TZVPD" energy_ha=-2583.96329 charge=+1 e_above_lowest_kcal_mol=21.9 largest_force_ev_per_a=0.96 lumo_energy_ev="-2.61 / -5.29" multiplicity=3
Pt -0.874 0.012 -0.828 0.448 -0.051 0.685
C 2.491 -0.585 -1.253 -0.130 0.025 -0.113
P 0.876 -1.423 -1.314 0.145 0.353 0.257
C 0.972 -2.428 -2.822 -0.239 0.135 0.058
C 0.938 -2.561 0.112 -0.030 -0.051 -0.102
C 1.736 -3.701 0.048 0.029 0.007 -0.068
C 1.825 -4.568 1.124 0.005 0.003 0.011
C 1.111 -4.305 2.285 0.009 0.013 -0.031
C 0.320 -3.171 2.362 -0.019 -0.012 0.046
C 0.224 -2.292 1.286 -0.065 0.134 0.038
P -0.808 -0.791 1.436 0.379 -0.104 -0.237
C -2.382 -1.350 2.139 0.065 0.146 -0.192
C 0.000 0.177 2.750 -0.103 0.034 -0.194
H 3.296 -1.317 -1.340 -0.001 -0.008 0.012
H 2.594 -0.055 -0.308 -0.013 -0.001 0.010
H 2.559 0.129 -2.076 -0.019 0.000 0.005
H 1.925 -2.950 -2.887 0.017 -0.002 0.034
H 0.882 -1.750 -3.671 0.012 -0.018 -0.014
H 0.153 -3.144 -2.858 -0.012 0.012 0.010
H 2.297 -3.919 -0.853 -0.002 -0.026 0.017
H 2.451 -5.448 1.057 -0.016 -0.005 -0.005
H 1.170 -4.983 3.126 0.000 0.010 0.005
H -0.233 -2.975 3.273 0.007 -0.005 0.000
H -2.798 -2.110 1.480 -0.055 -0.025 0.032
H -3.076 -0.510 2.172 0.010 0.017 0.006
H -2.237 -1.748 3.143 0.017 -0.026 0.004
H 0.028 -0.398 3.675 -0.004 -0.007 0.003
H -0.558 1.099 2.916 -0.008 -0.006 0.012
H 1.020 0.421 2.454 0.002 0.001 -0.008
O -4.837 1.050 -1.149 -0.414 0.189 -0.044
Cl -3.497 0.655 -1.041 -0.953 0.094 0.068
O -2.748 0.939 -2.249 0.319 0.120 -0.514
O -2.821 1.382 0.042 0.078 -0.043 0.208
O -3.379 -0.761 -0.763 0.088 -0.340 0.080
O 0.456 2.063 -2.725 0.075 0.061 -0.360
S -0.117 2.264 -1.390 0.826 -0.096 0.122
C -1.203 3.733 -1.382 -0.024 -0.332 0.166
C -0.273 4.877 -1.019 0.120 -0.015 0.098
C 0.602 4.367 0.129 -0.032 0.138 -0.081
C 1.178 3.038 -0.336 -0.450 -0.195 0.134
H -1.963 3.548 -0.623 -0.046 0.024 -0.036
H -1.655 3.780 -2.370 -0.016 -0.106 -0.007
H -0.838 5.759 -0.719 -0.045 -0.002 -0.089
H 0.354 5.135 -1.875 -0.045 0.070 -0.005
H -0.008 4.227 1.023 0.027 0.014 0.016
H 1.391 5.080 0.365 0.033 -0.074 0.060
H 1.434 2.349 0.468 0.036 0.002 -0.026
H 2.021 3.157 -1.016 -0.008 -0.052 -0.073

=====

No. 2
52
Properties=species:S:1:pos:R:3:forces:R:3 method="wB97M-V/def2-TZVPD" energy_ha=-8415.98514 largest_force_ev_per_a=1.30 lumo_energy_ev=-0.74 multiplicity=1
Y -0.084 0.133 0.087 0.456 0.956 0.055
C -2.583 3.675 3.914 -0.087 -0.285 -0.275
S -3.699 2.538 3.047 -0.005 0.144 0.080
C -2.601 1.658 1.981 0.014 -0.319 -0.087
S -0.947 1.451 2.401 0.195 0.020 -0.320
N -3.229 1.172 0.956 -0.722 0.381 0.208
N -2.512 0.419 0.078 0.120 -0.102 -0.084
C -3.108 0.203 -1.035 -0.063 0.178 0.391
C -2.425 -0.538 -2.078 0.244 -0.212 -0.397
C -2.935 -0.603 -3.366 -0.103 0.064 0.243
C -2.227 -1.295 -4.335 0.149 -0.130 -0.014
C -1.066 -1.951 -3.974 -0.155 0.016 -0.055
C -0.632 -1.854 -2.660 0.009 -0.063 0.088
N -1.262 -1.133 -1.736 -0.033 -0.038 -0.006
H -3.177 4.190 4.666 -0.056 -0.031 -0.018
H -1.781 3.115 4.384 0.058 0.069 0.096
H -2.186 4.391 3.198 0.074 0.046 0.096
H -4.100 0.605 -1.215 -0.008 0.032 0.043
H -3.868 -0.107 -3.597 0.013 0.026 0.007
H -2.584 -1.330 -5.356 -0.018 -0.002 0.004
H -0.483 -2.514 -4.687 0.006 -0.004 0.009
H 0.253 -2.376 -2.336 0.091 0.016 -0.012
C -1.641 -1.785 3.469 0.013 -0.068 -0.064
Se -0.643 -2.285 1.873 0.202 -0.087 0.143
C 1.165 -2.080 2.642 -0.170 -0.045 -0.013
C 2.230 -2.570 1.685 -0.098 0.098 -0.401
Se 2.147 -1.769 -0.196 0.266 -1.148 0.548
C 3.911 -0.953 -0.073 -0.092 0.133 -0.007
H -1.531 -0.723 3.661 0.027 0.038 -0.025
H -1.263 -2.374 4.302 -0.027 -0.060 -0.032
H -2.685 -2.026 3.288 0.007 -0.015 -0.015
H 1.167 -2.671 3.559 -0.034 0.031 0.013
H 1.294 -1.028 2.888 0.003 0.010 0.018
H 2.149 -3.646 1.536 0.011 -0.007 0.050
H 3.215 -2.351 2.094 0.005 -0.023 -0.029
H 4.633 -1.651 -0.486 -0.010 -0.009 -0.002
H 4.128 -0.737 0.970 -0.019 -0.017 0.005
H 3.902 -0.046 -0.666 -0.044 -0.013 -0.027
S 2.274 -0.699 -2.833 -0.091 -0.175 -0.166
S 2.218 1.315 -2.676 0.117 0.593 -0.226
S 0.239 1.968 -2.775 0.211 -0.368 -0.243
S -0.247 2.584 -0.876 -0.133 0.235 0.467
C 3.268 2.906 0.421 -0.041 -0.177 0.103
S 2.937 1.791 1.797 -0.162 0.497 -0.005
C 2.071 2.973 2.854 0.051 -0.241 -0.178
O 1.890 0.809 1.313 -0.126 0.126 0.037
H 3.698 3.834 0.799 0.017 -0.077 0.096
H 2.321 3.083 -0.090 -0.040 0.023 -0.003
H 3.967 2.413 -0.251 -0.041 -0.010 -0.025
H 2.776 3.736 3.183 0.052 -0.050 -0.042
H 1.694 2.414 3.708 -0.008 0.024 0.002
H 1.242 3.402 2.297 -0.027 0.022 -0.029

=====

No. 3
43
Properties=species:S:1:pos:R:3:forces:R:3 method="wB97M-V/def2-TZVPD" energy_ha=-1461.21743 charge=+2 e_above_lowest_kcal_mol=0.0 largest_force_ev_per_a=0.51 lumo_energy_ev="-8.25 / -8.77" multiplicity=4
Tc 0.171 -0.124 0.931 -0.096 -0.120 0.487
C 3.794 0.111 1.219 0.073 0.004 -0.020
P 2.539 -0.368 0.004 -0.091 0.038 0.113
C 3.065 -1.976 -0.630 0.056 -0.010 -0.020
C 2.686 0.799 -1.395 0.044 -0.004 -0.077
C 1.906 2.088 -1.136 0.009 0.050 -0.036
P 0.174 1.742 -0.660 0.026 -0.082 -0.076
C -0.797 1.669 -2.176 0.031 0.041 -0.055
C -0.416 3.176 0.273 -0.005 0.085 -0.080
H 4.780 0.074 0.752 0.023 0.011 0.043
H 3.772 -0.580 2.062 -0.002 -0.009 -0.003
H 3.615 1.117 1.599 -0.005 0.009 -0.023
H 4.082 -1.892 -1.017 -0.006 -0.051 -0.021
H 2.405 -2.306 -1.432 0.007 -0.001 -0.004
H 3.059 -2.719 0.168 0.003 0.013 0.012
H 2.310 0.283 -2.283 -0.021 0.019 -0.007
H 3.742 1.008 -1.576 -0.006 0.018 -0.033
H 1.905 2.732 -2.019 0.039 0.013 0.005
H 2.358 2.667 -0.327 0.009 -0.025 0.020
H -0.750 2.648 -2.657 -0.021 -0.025 -0.042
H -1.831 1.426 -1.940 0.005 0.042 -0.012
H -0.397 0.918 -2.858 0.000 0.004 0.008
H -0.039 4.084 -0.202 -0.073 0.042 0.017
H -0.077 3.163 1.310 0.051 -0.018 -0.014
H -1.506 3.181 0.265 -0.006 0.006 0.010
C -4.632 0.013 0.677 0.018 0.005 0.000
C -3.968 0.456 1.815 -0.014 0.002 0.000
C -2.585 0.381 1.882 0.043 -0.075 -0.021
C -1.853 -0.114 0.787 0.046 -0.105 -0.134
C -2.541 -0.569 -0.356 -0.119 0.066 0.114
C -3.921 -0.508 -0.406 -0.018 -0.004 0.012
H -5.712 0.062 0.635 0.006 -0.007 -0.002
H -4.531 0.843 2.655 0.014 0.005 -0.004
H -2.084 0.699 2.792 0.003 0.001 -0.003
H -2.000 -0.967 -1.209 0.016 -0.009 0.018
H -4.453 -0.860 -1.280 0.009 0.002 0.004
C -0.612 -3.817 0.216 0.142 0.092 0.235
O -0.069 -3.285 1.486 -0.128 -0.056 -0.203
C 0.120 -2.046 1.597 0.154 0.371 0.157
O 0.468 -1.384 2.578 -0.148 -0.268 -0.281
H -0.185 -4.808 0.128 -0.028 -0.036 -0.025
H -0.300 -3.169 -0.598 -0.017 -0.007 -0.037
H -1.690 -3.849 0.324 -0.026 -0.029 -0.025

=====

No. 4
45
Properties=species:S:1:pos:R:3:forces:R:3 method="wB97M-V/def2-TZVPD" energy_ha=-8130.18893 charge=-1 largest_force_ev_per_a=1.32 lumo_energy_ev=2.88 multiplicity=1
Zn -0.140 -2.547 1.154 0.100 -1.286 -0.296
Br -2.250 -2.669 2.265 -0.329 -0.015 0.098
C 0.240 -4.296 0.119 -0.373 0.347 0.173
Br 1.913 -4.430 -0.909 0.243 0.084 -0.074
H -0.529 -4.553 -0.612 0.018 0.107 0.078
H 0.297 -5.140 0.810 -0.018 0.158 0.020
C 2.082 -0.019 -0.980 -0.659 -0.040 0.186
Si 0.224 -0.066 -1.398 0.625 0.222 -1.023
C 0.015 -1.357 -2.804 -0.160 0.254 0.662
C -0.316 1.642 -2.094 0.051 -0.676 0.441
C 0.069 2.439 -3.154 0.170 0.264 -0.353
C -0.603 3.628 -3.408 0.203 -0.045 -0.213
C -1.658 4.020 -2.601 -0.225 0.079 0.152
C -2.044 3.225 -1.530 -0.222 0.408 -0.041
C -1.380 2.043 -1.273 0.095 -0.691 0.460
Si -1.603 0.612 -0.014 -0.912 0.515 0.282
C -3.367 -0.101 -0.282 0.684 -0.019 0.046
C -1.502 1.222 1.788 0.222 -0.321 -0.534
H 2.657 0.468 -1.763 -0.077 0.098 -0.281
H 2.483 -1.015 -0.831 0.007 -0.261 0.070
H 2.228 0.529 -0.058 0.044 0.129 0.199
H 0.480 -0.999 -3.719 0.134 0.216 -0.072
H -1.031 -1.551 -3.022 -0.215 -0.018 -0.028
H 0.488 -2.299 -2.548 0.087 -0.225 0.133
H 0.892 2.144 -3.793 0.060 -0.008 -0.083
H -0.307 4.249 -4.246 0.014 0.014 -0.005
H -2.191 4.942 -2.808 0.049 -0.001 -0.008
H -2.866 3.538 -0.902 -0.136 0.072 0.063
H -4.099 0.703 -0.292 -0.003 0.271 -0.010
H -3.639 -0.792 0.509 0.070 -0.139 0.130
H -3.444 -0.629 -1.229 0.001 -0.069 -0.187
H -2.065 2.139 1.947 -0.171 0.159 -0.200
H -0.471 1.402 2.066 0.205 0.037 0.037
H -1.890 0.464 2.459 -0.039 -0.242 0.084
C 1.363 -0.027 3.851 0.041 -0.404 -0.229
C 1.754 -1.117 2.841 0.317 -0.003 0.427
C 3.184 -0.864 2.337 -0.396 -0.183 0.105
O 0.846 -1.156 1.803 0.288 0.795 -0.216
H 2.086 0.007 4.664 0.091 0.082 0.181
H 0.378 -0.240 4.259 -0.122 0.018 0.031
H 1.333 0.942 3.355 0.035 0.103 -0.045
H 1.787 -2.077 3.404 -0.052 0.159 -0.110
H 3.246 0.103 1.841 0.004 0.116 -0.048
H 3.465 -1.639 1.628 0.068 -0.070 -0.130
H 3.883 -0.877 3.170 0.183 0.008 0.128

=====

No. 5
47
Properties=species:S:1:pos:R:3:forces:R:3 method="wB97M-V/def2-TZVPD" energy_ha=-3718.38577 charge=+2 largest_force_ev_per_a=5.26 lumo_energy_ev="-9.17 / -11.38" multiplicity=5
C -0.980 0.013 -3.394 0.722 0.339 -0.209
C -1.187 -0.218 -1.900 -5.045 -1.467 -0.241
H -1.954 0.177 -3.864 0.070 -0.057 0.296
H -0.513 -0.881 -3.819 -0.038 -0.007 0.202
H -0.290 0.833 -3.595 -0.146 -0.157 0.113
O -2.288 -0.570 -1.506 4.296 1.228 -0.282
Cl 2.008 -0.117 -2.382 -0.606 0.254 1.198
Co 0.400 0.025 -0.594 1.609 0.159 -1.009
P 0.684 -2.319 -0.478 -0.030 -1.958 -0.375
C -0.464 -3.154 0.671 -0.024 0.310 -0.019
C 0.443 -3.185 -2.066 -0.007 0.418 0.025
H 0.669 -4.251 -1.958 -0.051 0.167 0.081
H 2.506 -3.874 -0.103 -0.103 0.167 0.064
H 1.115 -2.739 -2.803 -0.074 -0.143 0.038
H 3.076 -2.214 -0.493 0.029 -0.185 0.042
H -1.493 -2.904 0.395 0.054 -0.087 0.059
H -0.592 -3.063 -2.396 0.072 -0.112 0.001
C 2.348 -2.804 0.069 -0.046 0.501 -0.038
H -0.329 -4.240 0.634 0.058 0.161 -0.078
H 2.454 -2.559 1.128 0.110 -0.201 -0.055
H -0.273 -2.798 1.687 -0.137 -0.366 -0.188
P 0.472 2.394 -0.704 -0.273 1.663 -0.509
C -0.670 3.171 0.490 0.098 -0.272 -0.067
C 2.106 3.075 -0.282 -0.016 -0.228 0.037
H 0.717 2.840 -3.079 0.006 0.065 0.066
H 0.092 4.269 -2.216 0.004 -0.172 0.107
H -0.986 2.891 -2.578 0.067 0.146 0.011
C 0.031 3.178 -2.298 -0.005 -0.451 0.053
H 2.884 2.442 -0.713 0.017 0.192 -0.116
H 2.193 4.100 -0.657 -0.012 -0.168 0.089
H -0.636 4.261 0.398 0.086 -0.149 0.007
H -0.361 2.865 1.493 -0.121 0.173 -0.017
H 2.201 3.051 0.806 0.060 0.178 -0.124
H -1.690 2.823 0.306 0.189 0.296 0.014
Cl 2.302 0.360 1.076 0.008 -0.011 -0.393
N 0.836 -1.440 5.466 -0.748 0.491 -1.110
C 0.195 -1.015 4.599 0.390 -0.341 0.692
C -0.602 -0.472 3.514 0.761 -0.080 -0.064
C -1.808 0.157 3.722 -0.862 0.366 -0.290
C -2.506 0.644 2.614 0.736 -0.282 -0.552
C -1.956 0.543 1.309 0.644 -0.497 2.026
N -0.717 0.000 1.109 -0.866 -0.503 2.286
C -0.097 -0.539 2.226 -1.023 0.812 -0.364
H -2.196 0.246 4.729 -0.128 0.060 -0.098
H -3.457 1.123 2.781 -0.117 0.022 -0.254
H -2.519 0.947 0.491 0.115 -0.158 -0.409
H 0.832 -1.070 2.166 0.282 -0.117 -0.648